Entry 1:
This record from the OMol25 dataset describes a single C4H6N2O molecule. The level of theory is ωB97M-V/def2-TZVPD.

Summary:
LUMO: 0.039 hartree
HOMO energy: -0.3216 hartree
relative energy (zero: lowest compared OMol25 entry of this formula, charge and spin): 140.9 kJ/mol
gap between HOMO and LUMO: 9.8 eV
SMILES: COc1cc[nH]n1

Each line ends with the Löwdin charge.
Atoms and positions in Å:
C: -2.25316 0.45875 0.20180  -0.088
O: -1.40182 -0.65143 -0.03891  -0.072
C: -0.09558 -0.33989 -0.13129  -0.408
N: 0.33009 0.88184 -0.39885  0.094
N: 1.67295 0.76513 -0.38018  -0.041
C: 2.09244 -0.49066 -0.11033  -0.107
C: 0.96414 -1.25687 0.06274  -0.004
H: -3.25577 0.04897 0.33214  0.088
H: -1.93756 0.98323 1.11098  0.091
H: -2.23692 1.16664 -0.63263  0.084
H: 2.22793 1.58136 -0.57346  0.147
H: 3.14377 -0.73657 -0.04638  0.113
H: 0.88931 -2.30407 0.31421  0.102

***

Entry 2:
This record from the OMol25 dataset describes a single C23H18N2O3 molecule at a distorted geometry. The level of theory is ωB97M-V/def2-TZVPD.

Summary:
LUMO: -0.038 hartree
HOMO energy: -0.3078 hartree
relative energy (zero: lowest compared OMol25 entry of this formula, charge and spin): 1551.5 kJ/mol
gap between HOMO and LUMO: 7.3 eV
SMILES: COc1cccc(-c2cc(=O)c3cc(NC(=O)c4ccccc4)ccc3[nH]2)c1

Each line ends with the Löwdin charge.
Atoms and positions in Å:
C: -5.51016 -5.31058 0.54832  -0.070
H: -4.96906 -5.51446 -0.40042  0.128
O: -6.45635 -4.33039 0.17199  -0.110
C: -5.89328 -2.95653 -0.05825  -0.016
C: -6.86629 -1.76810 -0.38669  0.012
C: -6.30295 -0.58834 -0.49785  -0.108
C: -4.92523 -0.27709 -0.40744  -0.007
C: -4.01722 -1.35763 -0.48129  -0.127
C: -4.41997 -2.64793 -0.17210  0.018
H: -3.78743 -3.40914 0.13294  0.074
C: -2.45143 -1.24365 -0.43373  -0.056
C: -1.55519 -1.96375 -1.04349  -0.037
C: -0.37544 -1.48899 -1.02455  -0.266
O: 0.59014 -2.53004 -1.42105  -0.134
C: 0.08986 -0.29971 -0.52102  -0.066
C: 1.49093 0.07909 -0.25711  0.110
C: 1.70140 1.39067 0.23156  -0.202
C: 0.82935 2.16475 0.75816  0.043
C: -0.55925 1.61375 0.56066  0.008
C: -0.82479 0.43814 0.22487  -0.277
N: -2.16395 0.15399 0.02836  0.152
H: -2.72536 0.64297 0.65105  0.111
H: -1.20318 2.27743 1.08674  0.118
H: 1.19181 3.01551 1.22964  0.081
N: 3.20452 1.54888 -0.17045  0.142
C: 3.69923 2.69232 0.57820  -0.154
O: 3.10616 3.79654 1.23625  -0.090
C: 5.27351 2.61940 0.28305  -0.102
C: 6.10535 3.42485 1.43463  0.002
C: 7.36919 3.44623 1.22605  -0.079
C: 8.02723 2.81255 -0.06233  0.011
C: 7.20727 2.36940 -1.06031  -0.062
C: 5.82167 2.17520 -0.77261  -0.095
H: 5.18761 1.90992 -1.54198  0.101
H: 7.65484 1.95763 -1.81408  0.042
H: 9.11797 2.74343 -0.14006  0.099
H: 7.98723 3.95437 1.72926  0.019
H: 5.59914 3.73229 2.43159  0.142
H: 3.78429 0.88821 -0.29724  0.009
H: 2.32917 -0.70894 -0.74536  0.195
H: -2.09436 -2.90381 -1.17927  0.155
H: -4.46271 0.55207 -0.64843  0.050
H: -6.96902 0.17542 -0.73046  0.094
H: -7.81711 -2.05830 -0.19032  0.073
H: -5.99488 -6.11754 0.55876  0.021
H: -5.02326 -5.10008 1.35581  0.048

***

Entry 3:
This record from the OMol25 dataset describes 2 unconnected molecules or ions with the total composition H4NO2SSi at a distorted geometry. The level of theory is ωB97M-V/def2-TZVPD.

Summary:
LUMO (alpha / beta): 0.130 / 0.144 hartree
HOMO energy (alpha / beta): -0.0775 / -0.1022 hartree
relative energy (zero: lowest compared OMol25 entry of this formula, charge and spin): 192.0 kJ/mol
net charge: -1
gap between HOMO and LUMO (alpha / beta): 5.6 / 6.7 eV

Each line ends with the Löwdin charge.
Atoms and positions in Å:
N: -0.29569 -1.91443 1.08604  -0.312
O: -1.25730 2.31793 -2.33393  -0.650
O: 1.13923 1.92153 -2.13366  -0.634
Si: 0.31493 -0.24771 0.80182  0.399
S: -0.05227 2.32412 -1.39371  0.549
H: -0.50706 -2.25525 0.12777  -0.022
H: -1.27990 -1.89749 1.45445  -0.013
H: 0.44353 0.47772 2.22661  -0.151
H: 1.49453 -0.72641 0.16461  -0.166

***

Entry 4:
This record from the OMol25 dataset describes a molecular structure, C9H15BBr15ClO at a distorted geometry. The level of theory is ωB97M-V/def2-TZVPD.

Summary:
LUMO: -0.013 hartree
HOMO energy: -0.3743 hartree
relative energy (zero: lowest compared OMol25 entry of this formula, charge and spin): 231.9 kJ/mol
gap between HOMO and LUMO: 9.8 eV

Each line ends with the Löwdin charge.
Atoms and positions in Å:
O: 3.34959 -0.09835 2.01506  -0.148
C: 2.80777 0.89097 1.03177  -0.246
C: 1.87020 0.16122 -0.10406  -0.193
C: 0.34719 -0.19858 0.38440  -0.248
C: -0.57771 1.10998 0.77260  -0.218
B: -2.02578 0.48088 1.33282  -0.427
Cl: -2.85069 -1.00472 0.50195  0.500
H: 2.58766 -0.65719 2.35305  0.097
H: 2.30646 1.81673 1.55872  0.059
H: 3.76465 1.30282 0.44883  0.128
H: 1.84671 0.90721 -1.03508  0.121
H: 2.41087 -0.83324 -0.46618  0.051
H: -0.19716 -0.70935 -0.54733  0.096
H: 0.27285 -0.96679 1.26451  0.112
H: -0.80197 1.79452 -0.16849  0.124
H: -0.06969 1.77595 1.59729  0.099
H: -2.56778 0.94748 2.27651  0.015
C: 2.99508 -1.65184 -3.70082  -1.587
Br: 2.93436 0.21597 -4.24095  0.553
Br: 4.19269 -1.93092 -2.19358  0.587
Br: 1.21798 -2.36340 -3.35480  0.558
H: 3.40645 -2.21548 -4.54469  -0.026
C: -6.53922 -1.61570 -0.86661  -1.599
Br: -6.32722 -3.02692 -2.18860  0.571
Br: -7.28272 0.00287 -1.64852  0.557
Br: -7.56713 -2.21428 0.67263  0.557
H: -5.53714 -1.36436 -0.50374  -0.080
C: -9.47247 -5.41682 -3.08977  -1.614
Br: -9.53352 -6.25152 -1.33373  0.542
Br: -9.14512 -6.71762 -4.49856  0.549
Br: -11.06306 -4.35361 -3.44153  0.550
H: -8.62149 -4.72773 -3.08682  -0.086
C: 6.91931 1.23528 2.54671  -1.596
Br: 7.83311 -0.03091 1.38658  0.550
Br: 7.55875 1.12845 4.38073  0.558
Br: 7.01167 3.05010 1.85243  0.521
H: 5.86184 0.95137 2.55974  -0.045
C: 3.77856 6.16893 2.31427  -1.594
Br: 5.10495 6.47389 3.70417  0.556
Br: 3.57177 4.27665 1.91371  0.562
Br: 2.07660 7.00871 2.74114  0.555
H: 4.15280 6.64935 1.40424  -0.022

***

Entry 5:
This record from the OMol25 dataset describes 7 unconnected molecules or ions with the total composition C23H55Br2ClN5O17P2 at a distorted geometry. The level of theory is ωB97M-V/def2-TZVPD.

Summary:
LUMO: -0.165 hartree
HOMO energy: -0.4199 hartree
net charge: +1
gap between HOMO and LUMO: 6.9 eV

Each line ends with the Löwdin charge.
Atoms and positions in Å:
C: 6.97998 -1.47969 0.34177  -0.006
C: 5.99308 -2.13608 -0.64988  -0.285
C: 6.60871 -2.98987 -1.77309  -0.009
N: 4.70882 -1.95774 -0.43527  0.097
N: 4.04579 -1.29656 -1.45923  0.117
C: 3.32575 -0.24359 -1.18809  -0.267
N: 2.61932 0.41886 -2.20264  0.168
C: 1.15780 0.49536 -1.89188  -0.343
O: 0.56078 1.31945 -2.90613  0.002
C: 0.29900 0.57541 -3.98246  -0.342
N: -0.13079 -0.19232 -4.68653  0.214
C: 0.94009 1.10036 -0.47197  -0.334
P: -0.93226 1.04097 -0.09733  0.698
O: -1.51623 2.58665 -0.26149  -0.305
Cl: -1.90155 -0.12777 -1.54588  0.319
C: 1.77954 0.16057 0.47525  -0.296
P: 1.35256 0.34399 2.28948  0.491
O: 1.38414 1.72595 2.76409  -0.271
O: 2.43659 -0.61606 3.09000  -0.164
O: -0.10414 -0.32883 2.64091  -0.166
N: 3.23537 0.18396 0.16643  -0.062
C: 3.88782 1.48601 0.39834  -0.619
Br: 4.64864 1.60705 2.23259  0.707
C: 5.10230 1.79722 -0.61764  -0.670
C: 4.68431 2.66819 -1.85405  -0.148
Br: 6.41219 2.93291 0.37843  0.648
H: 7.90780 -2.09549 0.37079  0.092
H: 7.26046 -0.44756 0.05030  0.092
H: 6.50011 -1.52128 1.34377  0.098
H: 6.03907 -2.95569 -2.72339  0.080
H: 6.62050 -4.04318 -1.39502  0.119
H: 7.68036 -2.71756 -1.89452  0.095
H: 4.07900 -1.62051 -2.43547  0.184
H: 2.79954 -0.01391 -3.11184  0.152
H: 0.76862 -0.54735 -1.96207  0.137
H: 1.22832 2.17158 -0.40847  0.122
H: -0.80369 3.18186 -0.57575  0.020
H: 1.43220 -0.87914 0.20995  0.146
H: 2.76584 -1.26307 2.43477  0.073
H: -0.15403 -1.22209 2.24240  0.071
H: 3.21926 2.37130 0.32683  0.101
H: 5.68200 0.89885 -0.89982  0.060
H: 3.81911 3.32143 -1.60482  0.080
H: 5.52805 3.36760 -2.04782  0.053
H: 4.54775 2.09230 -2.79039  0.072
C: 0.35942 6.00811 -1.96655  -0.210
C: 1.79457 6.30055 -2.35319  -0.220
O: 2.22322 5.35553 -3.34117  -0.082
O: 0.26083 4.67180 -1.47706  -0.095
H: 0.01278 6.68975 -1.19027  0.131
H: -0.30000 6.09329 -2.83693  0.125
H: 2.45318 6.18065 -1.49256  0.126
H: 1.90276 7.31364 -2.74799  0.126
H: 1.75103 5.55525 -4.15901  0.096
H: 0.86424 4.14715 -2.02514  0.065
C: -0.97635 -2.52901 6.70920  -0.246
C: -0.71793 -2.42090 5.21878  -0.246
O: -1.88599 -2.83171 4.49909  -0.080
O: -1.32932 -3.86346 7.04701  -0.066
H: -0.09133 -2.25026 7.28254  0.123
H: -1.81166 -1.88016 7.00049  0.119
H: 0.09010 -3.09128 4.92259  0.124
H: -0.45958 -1.39839 4.93088  0.100
H: -2.56257 -2.15703 4.63475  0.095
H: -1.87502 -4.18878 6.31718  0.078
C: 0.11204 4.90828 3.75621  -0.249
C: -1.05626 4.93190 4.72177  -0.233
O: -2.28218 4.95369 3.98503  -0.075
O: 0.05667 6.04571 2.89949  -0.080
H: 1.06366 4.92204 4.28906  0.123
H: 0.06988 4.01406 3.12380  0.093
H: -1.03322 5.83814 5.32723  0.125
H: -1.04596 4.05943 5.38171  0.119
H: -2.38418 4.09054 3.56616  0.088
H: -0.88173 6.18874 2.70998  0.075
C: -1.24048 -3.53727 -0.59927  -0.264
C: -1.78064 -4.94234 -0.77072  -0.234
O: -2.52352 -5.30355 0.38642  -0.066
O: -0.42084 -3.46209 0.57115  -0.097
H: -0.63928 -3.23928 -1.46170  0.106
H: -2.06103 -2.82455 -0.47114  0.082
H: -0.96232 -5.65785 -0.86316  0.126
H: -2.42410 -5.01747 -1.65252  0.120
H: -3.33279 -4.77092 0.38340  0.063
H: -0.85052 -4.02895 1.23121  0.084
C: -6.04773 -0.78702 -3.09097  -0.266
C: -5.52100 0.30109 -4.01061  -0.229
O: -5.14778 1.43339 -3.22228  -0.075
O: -7.15462 -0.30243 -2.34537  -0.064
H: -6.36961 -1.66040 -3.66067  0.117
H: -5.27385 -1.09115 -2.37348  0.102
H: -6.29541 0.63176 -4.70259  0.127
H: -4.65477 -0.04676 -4.58257  0.118
H: -4.36879 1.16464 -2.72550  0.048
H: -6.94941 0.61921 -2.13128  0.083
C: -5.93170 -3.87984 -1.54766  -0.239
C: -6.40873 -5.31358 -1.67310  -0.228
O: -7.14523 -5.67206 -0.50338  -0.063
O: -5.12848 -3.73944 -0.37386  -0.085
H: -5.33776 -3.58667 -2.41403  0.111
H: -6.78263 -3.19663 -1.44972  0.119
H: -5.55943 -5.99502 -1.73513  0.124
H: -7.04098 -5.44790 -2.55545  0.124
H: -7.97649 -5.18173 -0.52033  0.098
H: -5.54590 -4.30291 0.29624  0.087

***

Entry 6:
This record from the OMol25 dataset describes a single C4H8N2O molecule at a distorted geometry. The level of theory is ωB97M-V/def2-TZVPD.

Summary:
LUMO: 0.030 hartree
HOMO energy: -0.3720 hartree
relative energy (zero: lowest compared OMol25 entry of this formula, charge and spin): 150.8 kJ/mol
gap between HOMO and LUMO: 10.9 eV
SMILES: N#C[C@@H](N)CCO

Each line ends with the Löwdin charge.
Atoms and positions in Å:
N: -2.15036 -0.70254 0.00209  0.037
C: -0.86236 -0.10399 0.35982  -0.394
C: 0.26671 -0.59775 -0.56360  -0.149
C: 1.55719 0.19806 -0.43010  -0.278
O: 2.02016 0.07613 0.90345  -0.061
C: -0.99451 1.35822 0.20513  -0.191
N: -1.06211 2.50319 0.05822  0.161
H: -2.11609 -1.70946 0.13344  0.079
H: -2.87013 -0.35276 0.62970  0.080
H: -0.55840 -0.29111 1.40073  0.144
H: -0.08294 -0.54557 -1.60032  0.127
H: 0.47777 -1.64826 -0.32880  0.123
H: 1.37377 1.25170 -0.68678  0.111
H: 2.29319 -0.19575 -1.14738  0.118
H: 2.70658 0.73919 1.04420  0.094

***

Repeat the sixth record exactly.
This record from the OMol25 dataset describes a single C4H8N2O molecule at a distorted geometry. The level of theory is ωB97M-V/def2-TZVPD.

Summary:
LUMO: 0.030 hartree
HOMO energy: -0.3720 hartree
relative energy (zero: lowest compared OMol25 entry of this formula, charge and spin): 150.8 kJ/mol
gap between HOMO and LUMO: 10.9 eV
SMILES: N#C[C@@H](N)CCO

Each line ends with the Löwdin charge.
Atoms and positions in Å:
N: -2.15036 -0.70254 0.00209  0.037
C: -0.86236 -0.10399 0.35982  -0.394
C: 0.26671 -0.59775 -0.56360  -0.149
C: 1.55719 0.19806 -0.43010  -0.278
O: 2.02016 0.07613 0.90345  -0.061
C: -0.99451 1.35822 0.20513  -0.191
N: -1.06211 2.50319 0.05822  0.161
H: -2.11609 -1.70946 0.13344  0.079
H: -2.87013 -0.35276 0.62970  0.080
H: -0.55840 -0.29111 1.40073  0.144
H: -0.08294 -0.54557 -1.60032  0.127
H: 0.47777 -1.64826 -0.32880  0.123
H: 1.37377 1.25170 -0.68678  0.111
H: 2.29319 -0.19575 -1.14738  0.118
H: 2.70658 0.73919 1.04420  0.094

***

Q: Which formula does entry 4 have?
A: C9H15BBr15ClO